Record 1
Here is C11H8 as an isolated structure from the OMol25 dataset. Energies are from the ωB97M-V functional and the def2-TZVPD basis.

Results
ΔE to the lowest compared entry with this formula, charge and spin = 1213.62 kJ/mol
Lowest unoccupied orbital energy (spin up / spin down) = -0.2 / -0.3 eV
HOMO level (spin up / spin down) = -7.6 / -7.7 eV
Molecular weight = 140.2 g/mol
Net charge = 0
Orbital gap (spin up / spin down) = 7.4 / 7.3 eV

Element x y z (Å)
1 C -1.1417 -2.1458 -1.7361
2 C -0.3528 -2.9411 -2.6333
3 C -0.4420 -1.6711 0.6500
4 C 0.9010 -2.2746 0.6002
5 C -1.4213 -1.5293 -0.4575
6 C 1.3035 -1.0448 -0.2139
7 C 0.4655 -0.4934 0.9851
8 C -0.9308 -0.5270 -1.3983
9 C 0.5848 -0.6488 -1.5586
10 C 0.3662 -1.8433 -2.4442
11 C -0.0020 1.0084 1.0942
12 H -2.3767 -1.4911 -0.0968
13 H 2.4351 -1.0391 -0.4148
14 H 1.1482 -0.9021 1.7606
15 H -1.5875 0.0853 -1.9034
16 H 1.0566 0.1136 -1.9894
17 H -0.9864 0.8231 1.2711
18 H 0.1457 1.6079 0.1252
19 H 0.4971 1.5169 1.9205


Record 2
Here is C24H22N4O7 in the gas phase from the OMol25 dataset. Energies are from the ωB97M-V functional and the def2-TZVPD basis.

Results
ΔE to the lowest compared entry with this formula, charge and spin = 56.79 kJ/mol
Lowest unoccupied orbital energy = -0.1 eV
HOMO level = -7.9 eV
Molecular weight = 478.5 g/mol
SMILES = CC(=O)Nc1cc2c(cc1NC(=O)Cn1nc(-c3ccc4c(c3)OCCO4)ccc1=O)OCCO2
Net charge = 0
Orbital gap = 7.8 eV

Element x y z (Å)
1 C -2.2623 1.5051 -5.1975
2 C -1.6293 0.7476 -4.0539
3 O -0.4330 0.6738 -3.8763
4 N -2.5494 0.1442 -3.2490
5 C -2.2963 -0.5555 -2.0642
6 C -3.0626 -1.6886 -1.8046
7 C -2.8233 -2.4951 -0.7058
8 C -1.7598 -2.1850 0.1487
9 C -1.0400 -1.0241 -0.0640
10 C -1.3147 -0.1789 -1.1367
11 N -0.5527 0.9846 -1.2310
12 C -0.9173 2.1983 -1.6963
13 O -2.0255 2.5137 -2.0691
14 C 0.2689 3.1781 -1.7529
15 N 0.9516 3.3655 -0.4877
16 N 1.3397 2.2697 0.1301
17 C 1.9068 2.3051 1.3044
18 C 2.1699 1.0060 1.9264
19 C 2.2026 0.8567 3.3128
20 C 2.3429 -0.3937 3.8776
21 C 2.4382 -1.5276 3.0793
22 C 2.3905 -1.3896 1.6860
23 C 2.2761 -0.1287 1.1252
24 O 2.4298 -2.4729 0.8510
25 C 2.1126 -3.6788 1.5115
26 C 2.9184 -3.7890 2.8048
27 O 2.5742 -2.7429 3.6881
28 C 2.1790 3.5596 1.9253
29 C 1.8128 4.6926 1.2851
30 C 1.1343 4.6606 0.0039
31 O 0.7537 5.6297 -0.6231
32 O -1.4087 -2.9948 1.2037
33 C -2.0067 -4.2713 1.1403
34 C -3.4872 -4.1441 0.7842
35 O -3.6305 -3.5864 -0.5023
36 H -2.7826 2.3696 -4.7906
37 H -1.4869 1.8437 -5.8780
38 H -2.9725 0.8812 -5.7350
39 H -3.5150 0.1761 -3.5408
40 H -3.8561 -1.9718 -2.4783
41 H -0.2531 -0.7722 0.6298
42 H 0.3522 0.9588 -0.7631
43 H 0.9653 2.7834 -2.5001
44 H -0.0927 4.1598 -2.0685
45 H 2.0927 1.7141 3.9575
46 H 2.3707 -0.5220 4.9477
47 H 2.2688 -0.0476 0.0504
48 H 2.3603 -4.4854 0.8207
49 H 1.0393 -3.7001 1.7443
50 H 2.7051 -4.7205 3.3313
51 H 3.9900 -3.7372 2.5680
52 H 2.6909 3.5942 2.8744
53 H 2.0024 5.6728 1.6947
54 H -1.5049 -4.8827 0.3772
55 H -1.8743 -4.7266 2.1232
56 H -3.9827 -3.5055 1.5286
57 H -3.9732 -5.1203 0.7556


Record 3
Here is C7H26HfO8 as an isolated structure from the OMol25 dataset. Energies are from the ωB97M-V functional and the def2-TZVPD basis.

Results
ΔE to the lowest compared entry with this formula, charge and spin = 131.30 kJ/mol
Lowest unoccupied orbital energy = 0.1 eV
HOMO level = -8.1 eV
Molecular weight = 416.8 g/mol
Net charge = 0
Orbital gap = 8.2 eV

Element x y z (Å)
1 Hf -20.8685 27.2699 19.7820
2 C -18.7682 26.7064 16.9205
3 O -19.8792 26.8949 17.7331
4 H -17.8791 27.2594 17.2497
5 H -18.5052 25.6446 16.8418
6 H -19.0279 27.0811 15.9225
7 C -24.2187 25.5261 22.5302
8 C -23.7756 26.8885 22.0152
9 O -22.7253 26.7382 21.1095
10 H -25.0457 25.6247 23.2384
11 H -23.4200 25.0230 23.0841
12 H -24.4728 24.8749 21.6941
13 H -23.4289 27.5425 22.8222
14 H -24.6704 27.2728 21.5068
15 C -19.3761 26.2827 23.5609
16 C -18.6745 25.8466 22.3078
17 O -19.2285 26.2731 21.1029
18 H -18.7811 26.0729 24.4487
19 H -20.4251 25.9759 23.5977
20 H -19.5517 27.3726 23.5660
21 H -18.7707 24.7493 22.3479
22 H -17.6255 26.1632 22.3177
23 C -22.0684 30.3392 16.8421
24 C -22.6366 29.9366 18.2047
25 O -21.6999 29.2921 18.9905
26 H -21.2216 31.0195 16.9251
27 H -22.8802 30.7881 16.2642
28 H -21.7538 29.4196 16.3474
29 H -23.4769 29.2542 17.9875
30 H -23.1519 30.7654 18.7094
31 O -22.7015 26.5468 18.2521
32 H -22.5274 26.3289 17.3259
33 H -23.5509 26.1439 18.4680
34 O -18.9767 28.8361 19.6599
35 H -18.8716 29.7144 19.2770
36 H -18.2023 28.6920 20.2190
37 O -20.9981 24.8876 19.4007
38 H -21.3378 24.3882 18.6525
39 H -21.0452 24.2906 20.1599
40 O -20.7561 28.7814 21.6817
41 H -21.4997 29.3450 21.9310
42 H -20.0664 28.9494 22.3323


Record 4
Here is C7H8BCsF7NO3 as an isolated structure from the OMol25 dataset. Energies are from the ωB97M-V functional and the def2-TZVPD basis.

Results
Lowest unoccupied orbital energy = -0.5 eV
HOMO level = -8.2 eV
Molecular weight = 430.8 g/mol
Net charge = 0
Orbital gap = 7.8 eV

Element x y z (Å)
1 C 3.3614 0.8439 1.1489
2 C 2.5900 -0.4585 0.8551
3 B 1.8313 -0.2643 -0.5050
4 O 2.5671 -0.2705 -1.6696
5 C 0.2327 -0.0587 -0.5806
6 N -0.3903 -1.2568 0.0306
7 C -1.7249 -1.2155 0.3403
8 F -2.5936 -1.2065 -0.7848
9 F -2.0618 -2.3633 0.9602
10 C -2.1606 -0.0342 1.2701
11 F -1.1366 0.4105 1.9963
12 F -3.0973 -0.5132 2.1257
13 C -2.8693 1.1459 0.5549
14 F -4.0766 0.7587 0.1320
15 F -3.0303 2.1387 1.4545
16 F -2.1743 1.6034 -0.4816
17 C -0.1134 0.1609 -2.0559
18 O -0.3198 -0.8849 -2.7275
19 O -0.1360 1.2918 -2.4527
20 H 2.9317 1.6911 0.6220
21 H 3.3702 1.0815 2.2024
22 H 4.3752 0.7655 0.7875
23 H 3.2909 -1.2736 0.7145
24 H 1.9104 -0.7364 1.6526
25 H 2.7519 0.6132 -1.9960
26 H 0.0434 0.8423 -0.0106
27 H -0.1838 -2.0611 -0.5480
28 Cs -3.1878 -0.7500 -3.0355


Record 5
Here is a 2-piece molecular cluster, C5H8O2 overall from the OMol25 dataset. Energies are from the ωB97M-V functional and the def2-TZVPD basis.

Results
ΔE to the lowest compared entry with this formula, charge and spin = 161.23 kJ/mol
Lowest unoccupied orbital energy = 0.6 eV
HOMO level = -9.7 eV
Molecular weight = 100.1 g/mol
SMILES = C=C1CC(=O)C1.O
Net charge = 0
Orbital gap = 10.3 eV

Element x y z (Å)
1 C 0.6565 -1.5747 -0.3949
2 C -0.1816 -0.5586 -0.2313
3 C -1.1879 -0.1944 0.8520
4 C -1.7341 0.8495 -0.1349
5 O -2.7237 1.5250 -0.1672
6 C -0.5612 0.6303 -1.1028
7 H 1.2619 -1.6633 -1.2944
8 H 0.7410 -2.3652 0.3471
9 H -1.8885 -0.9678 1.1819
10 H -0.7337 0.2865 1.7287
11 H -0.8201 0.4401 -2.1492
12 H 0.1650 1.4512 -1.0404
13 O 2.1813 0.9683 1.0634
14 H 2.9639 1.0868 0.5130
15 H 1.8613 0.0863 0.8289


Calculated largest force on an atom, 4.047, 1.033, 3.293, 3.315, 0.598 eV/Å (same order as the records).